Entry 1:
Below is a molecular structure, C30H46BrHgN3P2 at a distorted geometry, with properties calculated with ωB97M-V/def2-TZVPD.

Structure (ORCA input):
```
! RIJCOSX wB97M-V def2-TZVPD def2/J DEFGRID3
* xyz 2 1
N 7.97068 6.92163 -4.42013
C 8.23847 5.61464 -4.45418
C 7.43455 4.66956 -3.79765
C 6.27590 5.10587 -3.11870
C 6.00145 6.49039 -3.11787
C 6.90014 7.36090 -3.75763
C 5.37828 4.13703 -2.48209
Hg -0.15743 0.02805 -0.28441
P -5.61176 -1.27319 -2.59816
C 4.03104 4.16418 -2.63507
C 3.12420 3.19084 -2.07694
C 1.73321 3.33761 -2.28741
C 0.83152 2.39221 -1.80228
C 1.32171 1.32439 -1.06523
C 2.67737 1.15737 -0.80011
C 3.58319 2.08840 -1.32632
Br -1.94296 -1.62349 0.31969
H 5.86323 3.34810 -1.90427
H 3.59077 4.94619 -3.25923
H 7.67482 3.60610 -3.86155
H 5.11183 6.88960 -2.62759
H 9.11736 5.28673 -5.01910
H 6.72172 8.44041 -3.73547
H 1.36726 4.20102 -2.83779
H 4.64946 1.94758 -1.14199
H -0.24268 2.50615 -1.99911
H 3.05098 0.33264 -0.19376
P -0.98711 1.87522 1.34529
C -4.10888 -1.73776 -3.57744
C -4.48065 -2.10467 -5.01817
H -3.65112 -2.58884 -3.05555
H -3.40727 -0.89147 -3.54606
H -3.69968 -2.74175 -5.44650
H -5.43113 -2.65166 -5.05891
H -4.56751 -1.21460 -5.65347
C -5.43915 0.56876 -2.67097
C -6.77156 1.29441 -2.47035
H -5.02281 0.78567 -3.66550
H -4.70364 0.86390 -1.90855
H -6.69808 2.30764 -2.88181
H -7.59303 0.77747 -2.98223
H -7.02690 1.38583 -1.40768
C -4.99939 -1.57709 -0.88756
C -5.54203 -2.87529 -0.29378
H -5.26608 -0.70512 -0.27349
H -3.89195 -1.61414 -0.94769
H -5.44833 -2.84347 0.79745
H -6.59858 -3.00888 -0.55472
H -4.97858 -3.74933 -0.64545
C -1.64311 1.15110 2.89160
C -1.29792 1.88584 4.18987
H -1.28914 0.10719 2.91468
H -2.73539 1.10068 2.75263
H -0.23239 1.79480 4.43736
H -1.56611 2.94927 4.13414
H -1.87260 1.44107 5.01161
C -2.38951 2.67270 0.47812
C -2.16859 4.10069 -0.03463
H -3.24769 2.62278 1.16857
H -2.61397 1.99663 -0.36360
H -2.34047 4.84823 0.75158
H -1.16311 4.25076 -0.44740
H -2.89231 4.29490 -0.83443
C 0.31473 3.10793 1.70208
C 1.60963 2.49123 2.25655
H -0.10642 3.85313 2.39865
H 0.51852 3.61411 0.74493
H 2.47924 3.05154 1.88560
H 1.64805 2.52830 3.35397
H 1.73847 1.44445 1.94590
N 3.97141 -4.59436 2.29032
C 3.12589 -3.62620 1.84637
C 2.05115 -3.16966 2.64952
C 1.23953 -2.15322 2.16602
N 1.43045 -1.61364 0.95299
C 2.39581 -2.08027 0.14990
C 3.29248 -3.05432 0.56435
H 3.86848 -5.01564 3.20547
H 4.74796 -4.91966 1.72510
H 1.86717 -3.58050 3.63868
H 0.39803 -1.78771 2.76318
H 2.47698 -1.65625 -0.85525
H 4.07644 -3.38054 -0.11611
*
```

Output
HOMO level (alpha / beta) ... -12.31 / -12.36 eV
Energy ... -129105.287 eV
Relative energy (zero: lowest compared OMol25 entry of this formula, charge and spin) ... 1.71 kJ/mol
Kohn-Sham gap (alpha / beta) ... 0.1574 / 0.1221 Ha
LUMO (alpha / beta) ... -8.03 / -9.04 eV

Entry 2:
Below is a molecular structure, C30H46BrMnN3P2 at a distorted geometry, with properties calculated with ωB97M-V/def2-TZVPD.

Structure (ORCA input):
```
! RIJCOSX wB97M-V def2-TZVPD def2/J DEFGRID3
* xyz 2 6
C -0.70565 6.46028 -3.69682
C -0.86157 5.11997 -4.16538
C -1.22619 4.94130 -5.52197
C -1.42690 6.06057 -6.31993
N -1.28075 7.30455 -5.86932
C -0.93494 7.49900 -4.60013
C -0.74274 3.93507 -3.43466
C -0.80091 2.92949 -2.71689
C -1.25645 2.49686 -1.37252
C -0.31346 1.90797 -0.50359
C -0.74157 1.12964 0.55933
C -2.11577 0.96435 0.81833
C -3.03897 1.50679 -0.08930
C -2.62186 2.18883 -1.21737
Mn -1.06759 0.90754 -2.83391
P 1.81239 -1.51532 0.91655
H -1.36186 3.94696 -5.94911
H -0.42401 6.71608 -2.67612
H -1.71202 5.93705 -7.35977
H -0.83534 8.54047 -4.29940
H -3.30920 2.46406 -2.00241
H 0.74105 2.15448 -0.61477
H -4.09150 1.38584 0.16483
H -0.02789 0.63685 1.24592
C 2.11065 -3.14357 1.78165
C 3.10285 -4.15689 1.22063
H 1.11041 -3.60236 1.85475
H 2.41098 -2.86980 2.80779
H 3.14572 -5.00583 1.91645
H 2.79399 -4.55921 0.24788
H 4.12410 -3.76196 1.14029
C 2.32705 -1.70994 -0.84613
C 3.13370 -0.59559 -1.49985
H 1.37298 -1.79805 -1.38459
H 2.83733 -2.67524 -0.93918
H 3.08067 -0.72125 -2.58632
H 2.74017 0.39813 -1.27221
H 4.18667 -0.63798 -1.22106
C 3.23385 -0.54184 1.59669
C 4.63261 -1.14003 1.47015
H 2.99463 -0.36682 2.65831
H 3.17451 0.43122 1.08292
H 5.35747 -0.33485 1.63774
H 4.82333 -1.90255 2.23696
H 4.84310 -1.56626 0.47963
Br -2.62732 -0.19947 2.12288
P -2.30684 -3.18424 -1.16328
C -0.53324 -3.61822 -1.01140
C -0.22685 -5.05800 -1.43488
H -0.22737 -3.43739 0.02945
H -0.03389 -2.90307 -1.67101
H 0.84385 -5.16101 -1.66315
H -0.46406 -5.77767 -0.63683
H -0.79452 -5.33928 -2.33454
C -2.81766 -3.04906 0.60523
C -4.24534 -3.56840 0.79669
H -2.77932 -1.96591 0.80545
H -2.09457 -3.56214 1.26501
H -4.47787 -3.65024 1.86966
H -4.98160 -2.88504 0.34152
H -4.35166 -4.55966 0.32912
C -2.43330 -1.54800 -1.90785
C -2.90150 -1.81049 -3.34931
H -1.46233 -1.01461 -1.84098
H -3.19280 -0.98144 -1.35130
H -3.30525 -0.91020 -3.82275
H -2.08907 -2.18908 -3.98917
H -3.70305 -2.56411 -3.33969
C 2.71740 0.76672 6.07612
C 1.60355 1.08143 5.16372
C 0.82023 2.22479 5.04501
C -0.14206 1.94017 4.04219
N 0.07442 0.71120 3.54309
N 1.13042 0.21484 4.23444
C -1.20054 2.84194 3.55362
H 3.60272 1.37761 5.84673
H 2.41777 0.99721 7.10777
H 3.00295 -0.29048 6.02121
H 0.94118 3.15901 5.56987
H 1.47025 -0.72103 4.02349
H -1.34124 3.66862 4.26101
H -0.92461 3.28392 2.58181
H -2.15997 2.32280 3.43695
*
```

Output
HOMO level (alpha / beta) ... -12.80 / -12.80 eV
Energy ... -156245.958 eV
Relative energy (zero: lowest compared OMol25 entry of this formula, charge and spin) ... 397.53 kJ/mol
Kohn-Sham gap (alpha / beta) ... 0.1635 / 0.1577 Ha
LUMO (alpha / beta) ... -8.35 / -8.51 eV

Entry 3:
Below is 11 unconnected molecules or ions with the total composition C30H46Cl21F6NO3S at a distorted geometry, with properties calculated with ωB97M-V/def2-TZVPD.

Structure (ORCA input):
```
! RIJCOSX wB97M-V def2-TZVPD def2/J DEFGRID3
* xyz 0 1
O 0.26635 -2.67612 0.34385
C -0.20614 -2.74590 1.58833
Cl 0.58388 -1.60318 2.87086
C -1.36946 -3.74909 2.15529
N -2.16674 -4.49929 1.14390
C -1.51979 -5.67420 0.50594
F -1.51438 -5.62961 -1.00537
F -2.37448 -6.87769 0.83266
C -0.00514 -6.06040 0.96387
C 0.45782 -6.76710 2.37368
C 2.06735 -7.05783 2.71994
C 3.25720 -6.65724 1.66211
C 2.82860 -5.99416 0.21832
C 4.03289 -5.59102 -0.86440
F 3.50552 -5.94654 -2.21462
F 4.45478 -4.16506 -0.74831
F 5.19775 -6.48753 -0.53965
C 1.23338 -5.71100 -0.10497
S -3.15684 -3.53083 0.10742
O -2.43264 -2.78676 -1.03638
O -4.32847 -4.38410 -0.51467
F -3.95653 -2.32103 1.07495
H -2.13969 -3.04397 2.73751
H -0.88787 -4.41363 3.02266
H -0.40453 -7.02368 3.14944
H 2.31947 -7.53853 3.77690
H 4.38163 -6.83723 1.93164
H 1.00848 -5.23015 -1.17314
Cl -0.17091 0.15162 7.27774
C 0.69106 1.61176 6.73315
C 0.79059 1.68893 5.21778
Cl 1.86735 0.43659 4.54943
H 1.67967 1.61814 7.20290
H 0.12915 2.47069 7.11228
H 1.20795 2.65553 4.92134
H -0.18984 1.58149 4.74346
Cl 7.31004 -0.99768 2.60276
C 5.58230 -0.57630 2.69723
C 4.75789 -1.67376 3.35154
Cl 4.65656 -3.13494 2.33707
H 5.22990 -0.35689 1.68445
H 5.51255 0.34222 3.28774
H 3.73275 -1.32576 3.50764
H 5.17080 -1.96331 4.32285
Cl -7.54454 -0.04968 -1.79787
C -6.52475 -1.48152 -1.51247
C -5.48772 -1.67615 -2.60740
Cl -6.22783 -2.13823 -4.16085
H -7.18051 -2.35288 -1.41885
H -6.02504 -1.32747 -0.55132
H -4.80260 -2.48289 -2.33144
H -4.89762 -0.76881 -2.76955
Cl -2.60710 1.88744 -5.43723
C -1.28349 0.85099 -4.84950
C -1.77011 -0.19863 -3.86274
Cl -2.29700 0.52080 -2.32026
H -0.51751 1.49570 -4.40716
H -0.85064 0.36230 -5.72760
H -0.95779 -0.89206 -3.62683
H -2.60492 -0.77783 -4.26942
Cl 0.38320 -4.15464 4.34224
C 0.30244 -3.29416 5.89936
C -0.22335 -4.17909 7.01857
Cl -1.94629 -4.58020 6.80633
H -0.31920 -2.40350 5.76388
H 1.31990 -2.96613 6.13264
H -0.13581 -3.65844 7.97650
H 0.33697 -5.11662 7.08813
Cl -5.98467 2.77454 -6.58128
C -6.91868 1.26080 -6.66946
C -6.67936 0.51268 -7.97147
Cl -7.36246 1.37038 -9.37582
H -7.97684 1.50571 -6.53392
H -6.60163 0.64373 -5.82332
H -7.16514 -0.46653 -7.93234
H -5.61203 0.35614 -8.15607
Cl 9.28563 1.26716 5.61278
C 9.35305 1.92026 3.95734
C 8.72251 3.30036 3.85772
Cl 6.95678 3.25195 4.09078
H 8.86395 1.20444 3.28917
H 10.41052 1.97471 3.68159
H 8.89853 3.71859 2.86249
H 9.14321 3.98996 4.59613
Cl -4.79640 5.62493 -2.73058
C -5.73029 5.90482 -4.22092
C -5.33570 7.20068 -4.91173
Cl -5.82272 8.63707 -3.97682
H -6.79395 5.89322 -3.96295
H -5.53185 5.05628 -4.88262
H -5.83469 7.27140 -5.88249
H -4.25556 7.25540 -5.07931
Cl 6.16832 1.87122 0.39382
C 4.97840 2.98616 -0.32214
C 4.75515 4.21922 0.53920
Cl 3.92380 3.83163 2.06665
H 4.04776 2.43288 -0.48292
H 5.37076 3.28248 -1.29963
H 4.12142 4.93459 0.00722
H 5.69899 4.71645 0.78357
Cl 1.12523 8.73224 -4.72701
C -0.60251 9.15362 -4.63254
C -1.42692 8.05616 -3.97823
Cl -1.52825 6.59498 -4.99271
H -0.95491 9.37303 -5.64533
H -0.67226 10.07214 -4.04204
H -2.45206 8.40416 -3.82213
H -1.01401 7.76661 -3.00693
*
```

Output
HOMO level ... -9.61 eV
Energy ... -329587.836 eV
Kohn-Sham gap ... 0.2898 Ha
Structure (SMILES) ... O=C(Cl)CN(C(F)(F)c1cccc(C(F)(F)F)c1)S(=O)(=O)F.ClCCCl.ClCCCl.ClCCCl.ClCCCl.ClCCCl.ClCCCl.ClCCCl.ClCCCl.ClCCCl.ClCCCl
LUMO ... -1.72 eV